ORCA calculation (ωB97M-V with the def2-TZVPD basis set) on a 12-piece molecular cluster, C8H40O16 overall.

Last column: natural (NBO) charge in e.
Element x y z (Å)
C (-4.40, -1.89, 2.11)  -0.10
C (-3.08, -1.34, 1.58)  -0.13
O (-2.76, -0.24, 2.47)  -0.75
O (-4.19, -2.78, 3.21)  -0.74
H (-4.80, -2.50, 1.28)  0.16
H (-5.12, -1.12, 2.36)  0.18
H (-3.14, -0.91, 0.57)  0.23
H (-2.25, -2.05, 1.53)  0.20
H (-2.72, -0.66, 3.34)  0.47
H (-4.91, -2.58, 3.82)  0.47
C (2.02, -1.03, 2.38)  -0.11
C (3.08, -1.43, 3.39)  -0.10
O (4.17, -0.55, 3.61)  -0.72
O (2.31, -1.42, 1.04)  -0.77
H (1.96, 0.07, 2.45)  0.18
H (0.99, -1.38, 2.49)  0.19
H (3.47, -2.43, 3.22)  0.17
H (2.60, -1.49, 4.37)  0.18
H (4.87, -0.72, 2.97)  0.47
H (2.77, -0.70, 0.57)  0.50
C (1.16, 3.96, 0.47)  -0.09
C (1.73, 5.36, 0.60)  -0.09
O (2.60, 5.77, -0.46)  -0.75
O (2.24, 3.11, 0.07)  -0.72
H (0.30, 3.97, -0.21)  0.16
H (0.82, 3.50, 1.40)  0.21
H (2.28, 5.43, 1.54)  0.16
H (0.89, 6.06, 0.57)  0.17
H (2.62, 6.72, -0.46)  0.48
H (2.72, 3.67, -0.56)  0.47
C (0.53, 0.72, -1.56)  -0.09
C (-0.24, -0.41, -0.93)  -0.09
O (-1.58, -0.48, -1.43)  -0.76
O (0.73, 0.43, -2.96)  -0.77
H (1.52, 0.83, -1.11)  0.19
H (-0.02, 1.66, -1.57)  0.18
H (-0.31, -0.30, 0.15)  0.18
H (0.27, -1.35, -1.14)  0.17
H (-1.61, -1.32, -1.90)  0.49
H (1.43, 1.00, -3.31)  0.49
O (3.63, 1.94, -3.45)  -0.95
H (3.67, 2.84, -3.81)  0.48
H (4.38, 1.89, -2.84)  0.47
O (-0.72, -3.35, 0.73)  -0.96
H (0.19, -3.21, 0.44)  0.50
H (-0.71, -4.19, 1.20)  0.48
O (3.99, -0.66, -0.85)  -0.95
H (4.36, -1.51, -0.61)  0.48
H (4.25, -0.51, -1.76)  0.48
O (-3.13, -3.40, -0.93)  -0.96
H (-3.72, -4.13, -0.71)  0.48
H (-2.43, -3.42, -0.26)  0.50
O (-3.87, 0.93, -2.77)  -0.96
H (-3.03, 0.58, -2.45)  0.49
H (-3.74, 1.88, -2.81)  0.46
O (-1.04, 1.95, 2.18)  -0.97
H (-0.47, 1.75, 2.92)  0.46
H (-1.59, 1.16, 2.07)  0.50
O (-1.13, -0.63, -4.66)  -1.00
H (-1.40, -1.35, -4.05)  0.48
H (-0.41, -0.17, -4.18)  0.48
O (-2.00, -2.82, -3.30)  -0.99
H (-2.39, -3.09, -2.43)  0.50
H (-1.63, -3.63, -3.66)  0.48

E_LUMO in eV: -0.01
Maximum force in Eh/bohr: 0.0474
Orbital gap in eV: 9.1
E_HOMO in eV: -9.069
Total charge: 0
DFT total energy in eV: -41702.8887
SMILES: OCCO.OCCO.OCCO.OCCO.O.O.O.O.O.O.O.O